{
  "formula": "CH2Br2O",
  "method": "ωB97M-V/def2-TZVPD",
  "gap_ev": 11.395,
  "lumo_ev": 0.52,
  "total_charge": 0,
  "smiles": "O=CBr.Br",
  "e_above_lowest_kj_mol": 5.0,
  "fmax_ev_per_a": 1.57,
  "symbols": ["O", "C", "Br", "H", "Br", "H"],
  "positions_angstrom": [[1.5010, 0.4615, -1.0326], [2.4564, 0.6016, -0.3740], [3.5787, -0.8535, 0.1687], [2.9861, 1.4394, 0.1555], [-1.9633, -1.1985, -0.0876], [-2.1081, 0.1678, 0.1453]],
  "mulliken_charge": [-0.335, 0.179, -0.137, 0.299, -0.197, 0.191]
}